{
  "formula": "C29H41N2O4PSi2W",
  "method": "ωB97M-V/def2-TZVPD",
  "total_energy_ha": -2527.6873,
  "e_homo_ev": -6.8,
  "lumo_ha": 0.0104,
  "relative_energy_ev": 0.000,
  "orbital_gap_ev": 7.05,
  "symbols": ["W", "C", "Si", "C", "C", "C", "C", "C", "C", "C", "Si", "C", "C", "H", "H", "H", "H", "H", "H", "H", "H", "H", "H", "H", "H", "H", "H", "H", "H", "O", "C", "O", "C", "P", "C", "C", "C", "C", "C", "C", "C", "C", "C", "C", "C", "C", "H", "H", "H", "H", "H", "H", "H", "H", "H", "H", "H", "H", "C", "C", "C", "O", "H", "H", "H", "H", "H", "H", "H", "C", "N", "C", "N", "O", "H", "H", "H", "H", "H", "H"],
  "positions_angstrom": [[0.118850, 0.493964, -0.925703], [-1.763793, -0.237064, 2.566415], [-1.360443, 1.027294, 1.206632], [-3.045949, 1.798965, 0.779724], [-0.414027, 2.365778, 2.156795], [-0.977425, 3.444520, 2.838797], [-0.182159, 4.314477, 3.574401], [1.187020, 4.094543, 3.656071], [1.756071, 3.019582, 2.983999], [0.972359, 2.158172, 2.215393], [1.632611, 0.744341, 1.127372], [2.089705, -0.670073, 2.315351], [3.341988, 1.381697, 0.573656], [-1.941444, 0.314753, 3.493737], [-0.949766, -0.939195, 2.749780], [-2.661865, -0.814107, 2.344205], [-3.602179, 2.006798, 1.699162], [-3.657846, 1.137798, 0.163667], [-2.931691, 2.740038, 0.236763], [-2.049174, 3.613868, 2.796486], [-0.626699, 5.157274, 4.090912], [1.809359, 4.763609, 4.238660], [2.828857, 2.870588, 3.053031], [2.648399, -0.257526, 3.160907], [2.731670, -1.413493, 1.833996], [1.215283, -1.181853, 2.720923], [3.895736, 1.756205, 1.439027], [3.244446, 2.205851, -0.138725], [3.955105, 0.602910, 0.116639], [-3.195255, 0.080658, -3.491767], [-2.307730, -0.172001, -2.709898], [-1.743259, 0.723303, -1.930260], [-1.729681, -1.585533, -2.593908], [-0.901656, -1.728281, -0.967452], [-2.263419, -2.325653, 0.087163], [-3.534088, -1.776779, -0.078436], [-4.584748, -2.185999, 0.727340], [-4.378245, -3.149248, 1.704725], [-3.118902, -3.706062, 1.867253], [-2.065723, -3.297316, 1.062895], [0.219046, -3.150054, -1.074817], [0.194002, -4.055054, -2.132073], [1.083111, -5.120761, -2.155632], [1.984653, -5.299391, -1.115929], [2.002763, -4.408327, -0.051575], [1.132051, -3.330526, -0.037829], [-0.944886, -1.665176, -3.352548], [-2.506956, -2.316138, -2.811014], [-3.720005, -1.021720, -0.832279], [-5.564832, -1.748127, 0.590160], [-5.198215, -3.466766, 2.335550], [-2.951557, -4.460889, 2.624563], [-1.090182, -3.743851, 1.201034], [-0.516773, -3.935777, -2.939522], [1.066276, -5.816717, -2.984280], [2.673986, -6.133566, -1.136236], [2.708007, -4.540541, 0.758947], [1.170144, -2.606662, 0.767325], [3.411154, -1.521058, -1.759889], [2.942465, -0.220866, -2.376548], [2.887933, -0.279773, -3.891701], [1.637559, 0.107001, -1.905205], [4.443990, -1.719125, -2.051812], [2.789568, -2.350583, -2.100573], [3.358015, -1.472748, -0.672363], [3.594697, 0.597434, -2.062548], [2.223935, -1.085239, -4.211789], [3.881989, -0.469772, -4.298246], [2.517991, 0.660424, -4.300049], [0.930995, 5.034621, -0.079757], [-0.211344, 4.834400, -0.961296], [-0.588309, 3.607018, -1.350564], [-1.686119, 3.460690, -2.107731], [0.130663, 2.633306, -1.004106], [1.002356, 6.096227, 0.144074], [1.853522, 4.710636, -0.560776], [0.803371, 4.480471, 0.848551], [-0.756026, 5.625053, -1.252953], [-2.343066, 4.214849, -2.199305], [-2.006265, 2.500275, -2.244989]],
  "forces_ev_per_a": [[-0.082, 0.036, -0.047], [0.011, 0.024, -0.008], [-0.052, 0.003, 0.025], [0.005, -0.008, 0.013], [0.009, 0.003, 0.001], [-0.026, 0.000, -0.007], [-0.012, 0.006, 0.002], [0.017, -0.009, 0.004], [0.017, 0.014, 0.018], [-0.022, -0.017, -0.052], [0.039, -0.052, 0.001], [-0.011, 0.038, 0.005], [-0.013, 0.033, 0.026], [-0.005, -0.008, 0.006], [0.011, -0.007, 0.009], [-0.013, -0.010, -0.013], [-0.002, 0.006, -0.004], [0.008, 0.001, 0.000], [-0.006, -0.001, 0.003], [0.001, 0.004, 0.005], [-0.005, -0.002, -0.002], [0.003, -0.001, -0.002], [0.002, -0.002, -0.002], [0.004, -0.006, 0.000], [0.004, -0.003, -0.022], [-0.001, -0.016, 0.004], [0.018, -0.003, -0.006], [0.008, -0.007, -0.006], [-0.013, -0.005, 0.007], [-0.069, 0.071, 0.075], [0.144, -0.130, -0.076], [0.002, 0.070, 0.004], [-0.019, 0.011, -0.021], [-0.021, 0.001, -0.012], [0.015, -0.012, 0.018], [-0.015, 0.015, -0.007], [0.006, -0.002, 0.000], [-0.007, 0.004, -0.004], [-0.001, 0.001, 0.007], [-0.004, 0.003, 0.003], [0.005, 0.015, -0.005], [-0.008, -0.002, 0.013], [-0.005, -0.001, -0.003], [0.004, -0.006, 0.011], [0.007, 0.006, -0.006], [0.010, 0.016, -0.008], [-0.011, -0.019, -0.003], [0.006, -0.008, 0.006], [0.008, -0.005, 0.005], [-0.002, -0.001, 0.002], [-0.001, 0.000, 0.001], [-0.001, 0.000, 0.001], [0.007, 0.002, 0.001], [0.001, -0.003, -0.006], [-0.001, 0.004, -0.004], [0.000, -0.001, 0.000], [0.000, 0.000, 0.002], [0.000, -0.008, 0.007], [0.002, 0.000, -0.006], [0.006, 0.035, 0.021], [-0.011, 0.002, 0.008], [0.038, -0.025, -0.005], [0.000, 0.003, 0.008], [-0.008, -0.011, -0.005], [0.000, -0.003, 0.004], [0.001, -0.010, -0.014], [-0.003, -0.006, -0.001], [0.004, -0.002, 0.001], [0.003, 0.000, -0.001], [-0.001, 0.021, 0.006], [0.006, 0.000, -0.008], [0.064, -0.060, 0.022], [-0.016, -0.048, -0.011], [-0.015, 0.049, 0.034], [-0.006, 0.000, -0.005], [-0.003, -0.003, 0.000], [0.001, -0.003, -0.010], [0.006, 0.003, -0.003], [0.000, -0.006, 0.009], [-0.008, 0.030, -0.006]]
}